Entry 1:
{"formula": "C4H6ClN", "method": "ωB97M-V/def2-TZVPD", "smiles": "CN1CC=C1Cl", "total_energy_ev": -18254.7981, "homo_lumo_gap_ev": 10.0, "homo_energy_ev": -9.00, "relative_energy_kcal_mol": 60.95, "elements": ["H", "H", "Cl", "C", "H", "C", "H", "H", "C", "C", "N", "H"], "xyz": [[-0.856085, -1.383002, -1.127205], [-1.140331, 1.429712, 1.090658], [2.738660, -0.423989, -0.095521], [-0.706501, 1.045309, 0.212373], [-1.515515, 0.979315, -0.503947], [1.211390, 0.294627, -0.047560], [1.258602, 2.320873, -0.612398], [0.301266, -2.139951, 0.147783], [-0.535024, -1.491386, -0.044053], [0.759599, 1.520244, -0.111428], [-0.147524, -0.285534, 0.646167], [-1.368539, -1.866220, 0.445131]], "forces_ev_per_a": [[0.876, -0.056, 0.839], [-0.443, 1.157, 1.100], [0.017, -0.267, -0.169], [1.622, -0.470, 0.484], [0.372, 0.066, -0.820], [-2.576, -1.720, 3.174], [-0.171, 0.892, 0.254], [0.144, -0.752, -0.559], [0.098, 1.001, -1.196], [-1.924, 0.023, -1.704], [3.677, 1.168, -2.424], [-1.691, -1.042, 1.022]], "nbo_charge": [0.166, 0.200, 0.060, -0.236, 0.198, 0.076, 0.220, 0.210, -0.426, -0.273, -0.390, 0.195]}

=====

Entry 2:
{"formula": "C4H4N3O4S2", "method": "ωB97M-V/def2-TZVPD", "total_charge": -1, "total_energy_ev": -38544.1275, "homo_lumo_gap_ev": 7.8, "homo_energy_ev": -5.28, "relative_energy_kcal_mol": 0.00, "elements": ["C", "H", "S", "S", "C", "O", "N", "O", "H", "N", "O", "N", "H", "C", "H", "C", "O"], "xyz": [[-1.777507, 0.092431, -0.081719], [-2.373533, 2.869073, -1.326063], [-1.272305, -1.645748, 0.006268], [4.627816, -1.022159, -0.216245], [2.253971, -0.776288, 0.382093], [0.168456, -1.480449, -0.369296], [-1.026017, 0.810503, 0.762956], [1.718642, -0.399116, 1.348291], [-0.372766, 0.298933, 1.355584], [2.926744, -1.051646, -0.611497], [-1.275740, -1.986662, 1.412768], [-2.418261, 0.833401, -0.929219], [4.903140, -1.278388, -1.555821], [-2.080118, 2.100507, -0.587456], [-0.839626, 2.958793, 0.954201], [-1.153336, 2.093442, 0.418658], [-2.009552, -2.416619, -0.963507]], "forces_ev_per_a": [[0.384, -1.625, 0.226], [0.121, -0.060, 1.164], [2.890, 0.094, -1.276], [-0.137, -0.350, -1.984], [-0.739, 0.608, 0.491], [-1.538, -0.224, -0.774], [0.683, -1.075, 1.082], [0.771, -0.160, -0.192], [-0.094, 0.708, 0.051], [0.199, -0.073, 0.876], [-1.337, -0.161, 0.437], [-0.689, -0.702, -0.461], [0.221, 0.229, 1.304], [0.065, 0.817, -1.772], [0.701, 0.076, 0.392], [-0.954, 1.806, -0.192], [-0.549, 0.093, 0.630]], "nbo_charge": [0.051, 0.194, 2.388, 0.135, 0.919, -1.070, -0.515, -0.515, 0.459, -0.695, -1.009, -0.458, 0.129, -0.125, 0.203, -0.124, -0.968]}